[1]
The following is a quantum chemistry calculation of a 14-piece molecular cluster, H28O14 overall, from the Open Molecules 2025 dataset.

Output
largest force on an atom: 4.4 eV/A
lowest unoccupied orbital energy: -0.04 eV
charge: 0

Geometry (Å):
H -0.539520 0.266204 0.177083
H -0.659318 -1.221216 -0.111483
H 2.327882 -2.902918 -4.424349
H 1.225749 -2.447877 -3.481862
H 1.193938 2.178471 2.768328
H 1.445612 2.565424 1.320237
H -2.624395 -3.636206 0.318826
H -1.946852 -2.658649 -0.627408
H -0.387103 -4.712865 -0.699817
H -1.671638 -4.600561 -1.504429
H -0.824770 0.141159 2.249313
H -1.536895 1.483571 2.278439
H -0.937657 4.740437 -1.022073
H -1.328330 3.424989 -0.368609
H 4.291373 -0.130273 0.790216
H 2.960350 -0.723084 0.357788
H -0.750690 -0.199502 -4.861497
H -0.199685 1.196897 -4.623790
H 3.010756 2.230252 -0.534283
H 2.178665 1.812647 -1.735646
H -2.702232 0.163570 -0.099847
H -4.183190 0.470615 0.050243
H -2.841864 -1.674928 5.178941
H -2.140797 -1.241532 3.901948
H 1.079005 5.404914 -0.906654
H 1.536616 3.969863 -1.109780
H 2.172705 -0.644093 2.430606
H 2.512092 -1.989068 3.051817
O -0.021728 -0.546184 0.146974
O 2.082897 -2.181974 -3.833408
O 0.758826 2.557764 1.996445
O -1.767137 -3.420874 -0.065531
O -0.752444 -4.881639 -1.575621
O -1.642833 0.573455 1.979345
O -0.924365 3.787367 -1.165153
O 3.911702 -0.827610 0.243807
O -0.529894 0.420675 -4.157494
O 2.223889 1.729093 -0.776499
O -3.326424 0.642489 0.456939
O -3.015995 -1.330279 4.295831
O 0.917888 4.505327 -0.600426
O 2.003143 -1.185892 3.209512

Cartesian forces (eV/Å) of the 2 atoms listed first:
H 0.113 0.184 0.211
H 0.306 -0.024 0.233

***

[2]
The following is a quantum chemistry calculation of one molecule with the formula C22H22FN3O, from the Open Molecules 2025 dataset.

Output
largest force on an atom: 0.8 eV/A
lowest unoccupied orbital energy: 0.39 eV
charge: 0

Geometry (Å):
O 1.260677 1.357027 2.872102
C 1.386017 0.177200 2.635377
C 0.776605 -0.841614 3.537030
C 1.321898 -2.105995 3.752637
C 0.714594 -2.992594 4.621480
C -0.447522 -2.607899 5.267866
C -1.008833 -1.356839 5.081060
C -0.384041 -0.477172 4.219882
H -0.788114 0.510707 4.058049
H -1.910724 -1.087964 5.607549
F -1.043280 -3.475419 6.107422
H 1.129275 -3.971241 4.805018
H 2.237472 -2.400436 3.263752
C 2.153999 -0.347817 1.433326
C 2.712632 0.796502 0.581365
C 1.587754 1.511416 -0.179921
N 0.772030 0.630350 -0.988223
C 0.217522 -0.432415 -0.178710
C 1.275368 -1.260613 0.565138
H 0.778377 -2.017284 1.173553
H 1.908298 -1.776240 -0.160328
H -0.377248 -1.085617 -0.821241
H -0.455277 0.031707 0.550662
C 1.395435 0.181484 -2.220238
C 0.387304 -0.415942 -3.147219
C -0.919851 -0.014588 -3.403931
N -1.410853 -0.920604 -4.288108
N -0.525039 -1.850247 -4.624590
C 0.561653 -1.566047 -3.933540
H 1.434809 -2.182494 -4.018810
H -2.323261 -0.916858 -4.715579
C -1.729164 1.076149 -2.884909
C -1.154943 2.305209 -2.568087
C -1.933202 3.333355 -2.072767
C -3.294245 3.154417 -1.887381
C -3.875104 1.937669 -2.202705
C -3.100930 0.905585 -2.698461
H -3.561881 -0.047280 -2.919230
H -4.935641 1.790428 -2.057949
H -3.900328 3.958875 -1.497788
H -1.476563 4.281629 -1.830365
H -0.099606 2.452536 -2.720641
H 2.199236 -0.558914 -2.066418
H 1.854358 1.057269 -2.694115
H 2.012883 2.286167 -0.822535
H 0.924598 1.996887 0.540572
H 3.220453 1.517005 1.223573
H 3.440345 0.393642 -0.126731
H 2.992060 -0.933083 1.833105

Cartesian forces (eV/Å) of the 2 atoms listed first:
O -0.064 0.064 -0.019
C 0.262 -0.223 -0.063

***

[3]
The following is a quantum chemistry calculation of one molecule with the formula C17H20N4O3S, from the Open Molecules 2025 dataset.

Output
largest force on an atom: 1.4 eV/A
lowest unoccupied orbital energy: 0.83 eV
charge: 0

Geometry (Å):
C 3.103071 0.289937 -5.763878
H 2.942149 0.360341 -6.836423
H 4.141475 0.538174 -5.558405
H 2.912066 -0.733750 -5.452516
C 2.150901 1.241280 -5.047591
N 2.164184 1.098182 -3.601515
C 1.087558 0.536650 -3.010608
O 0.138950 0.097275 -3.634022
C 1.071852 0.500958 -1.495613
H 1.048510 1.501225 -1.061536
H 1.893581 -0.057582 -1.052742
S -0.479273 -0.336745 -1.049205
C -0.181903 -0.372711 0.659582
N 0.881367 0.087896 1.270851
N 0.729203 -0.141078 2.579712
C -0.422308 -0.740489 2.766385
N -1.049994 -0.926049 1.556177
C -2.361894 -1.454897 1.271494
C -3.422006 -0.466606 1.637291
C -4.433210 -0.513861 2.550667
C -5.099900 0.732729 2.463963
C -4.439553 1.441809 1.510164
O -3.424513 0.725785 1.004514
H -4.587420 2.427493 1.116285
H -5.947923 1.050377 3.034618
H -4.672681 -1.331742 3.197806
H -2.516053 -2.376097 1.836967
H -2.394607 -1.666855 0.197310
C -0.916257 -1.136500 4.050349
C -0.360870 -0.919351 5.287047
C -1.241694 -1.507924 6.218629
C -2.261872 -2.038892 5.489884
O -2.076599 -1.821917 4.177146
H -3.144198 -2.576924 5.775082
H -1.132146 -1.532621 7.283172
H 0.556626 -0.404036 5.476133
C 3.323140 1.579682 -2.877799
C 4.330393 0.483277 -2.528241
H 5.157406 0.918686 -1.973496
H 3.874599 -0.287015 -1.913026
H 4.722918 0.012980 -3.424620
H 3.811780 2.327502 -3.508006
H 3.000060 2.076846 -1.959275
H 1.126723 1.035718 -5.366237
H 2.398364 2.278844 -5.296475

Cartesian forces (eV/Å) of the 2 atoms listed first:
C -0.140 0.179 0.111
H 0.040 -0.009 -0.129

***

[4]
The following is a quantum chemistry calculation of one molecule with the formula C20H23NO4, from the Open Molecules 2025 dataset.

Output
largest force on an atom: 18.9 eV/A
lowest unoccupied orbital energy: -0.01 eV
charge: 0

Geometry (Å):
O -4.070401 -2.045426 1.183716
C -3.253886 -1.277015 0.493782
C -1.827704 -1.477779 0.179700
C -1.216544 -2.415313 1.060561
C 0.086432 -2.821389 0.722519
C 0.661646 -2.206703 -0.193250
C -0.105207 -1.503841 -1.003677
C -1.368753 -1.074399 -1.057935
H -1.954782 -0.496550 -1.759022
H 0.479612 -1.069124 -2.090782
O 1.981811 -2.194441 -0.316863
C 2.753206 -1.534211 -1.300653
C 4.208616 -1.498904 -0.598738
O 5.075773 -0.568586 -1.331879
H 4.653326 0.188548 -1.691693
C 3.844271 -0.510651 0.904133
N 3.287339 0.605681 0.463548
C 1.944116 0.936880 1.163583
C 1.401626 2.305780 0.377140
H 0.334229 2.478686 1.073746
O 2.050648 3.348472 0.442078
C 3.235111 3.235183 0.089512
C 4.075055 2.067016 0.624474
H 4.976600 1.849778 0.243790
H 4.265531 2.345869 1.391560
H 4.003339 4.084410 0.064751
H 3.234690 2.767252 -1.145788
H 1.120865 2.135467 -0.647831
H 1.265799 0.075204 1.078061
H 2.156164 1.149029 2.230575
H 3.297513 -0.956041 1.400420
H 4.836211 -0.310935 1.156500
H 4.715411 -2.209729 -0.186807
H 3.034697 -2.318341 -2.142147
H 2.356024 -0.739172 -1.444192
H 0.671946 -3.046009 1.600905
H -1.754267 -2.774756 1.779739
C -3.914315 0.070485 0.294781
C -3.121157 1.228595 0.039621
C -3.733444 2.529233 -0.290858
C -4.857173 2.419301 -0.638090
C -5.890731 1.447704 -0.543596
C -5.343563 0.117580 -0.330831
H -5.916686 -0.863275 -0.306133
H -6.887866 1.512374 -1.166589
H -5.176927 3.382848 -1.135712
H -2.905494 3.169555 -0.339260
H -1.946768 0.969640 0.399319

Cartesian forces (eV/Å) of the 2 atoms listed first:
O 4.133 1.827 -3.046
C -5.247 -0.472 4.378

***

[5]
The following is a quantum chemistry calculation of a 2-piece molecular cluster, H7NSi2 overall, from the Open Molecules 2025 dataset.

Output
largest force on an atom: 2.6 eV/A
lowest unoccupied orbital energy: 0.10 eV
charge: 0

Geometry (Å):
N 0.853578 0.560578 -1.773374
Si -0.980506 -0.761939 1.280976
Si 0.354270 1.867298 -0.707937
H 1.731263 0.057160 -1.859834
H 0.070937 -0.132114 -1.994868
H -0.568803 -1.654316 0.069704
H 0.134836 -0.955908 2.136212
H -2.027437 -1.491713 2.056423
H 1.748527 1.939126 -0.026059
H -1.316664 0.571829 0.818758

Cartesian forces (eV/Å) of the 2 atoms listed first:
N -2.050 -1.356 0.309
Si -0.348 -2.354 -1.054

***

[6]
The following is a quantum chemistry calculation of a 2-piece molecular cluster, C4H14N3 overall, from the Open Molecules 2025 dataset.

Output
largest force on an atom: 0.5 eV/A
⟨S²⟩: 0.751
multiplicity: 2
lowest unoccupied orbital energy (spin up / spin down): 0.77 / 0.70 eV
charge: 0

Geometry (Å):
C 0.019190 -2.644292 -0.974141
C 0.147820 -1.132748 -0.938881
N -0.530840 -0.511694 -2.119839
C -0.684465 0.961041 -1.970887
H 0.526988 -3.071006 -1.842031
H 0.461152 -3.062291 -0.067880
H -1.024248 -2.929064 -1.024841
H -0.367443 -0.733210 -0.072565
H 1.186542 -0.809272 -0.965387
H -1.501375 -0.944956 -2.201992
H -0.013781 -0.737251 -3.006929
H -1.515925 1.131760 -1.289982
H -0.826434 1.395212 -2.954018
H 0.218213 1.360654 -1.513364
N -0.214634 0.434107 2.800512
C 0.610786 1.465635 2.425468
N 0.839140 1.732064 1.209069
H -0.829453 0.130653 2.059408
H -0.637277 0.518788 3.709796
H 1.086061 1.981712 3.260728
H 1.494101 2.504870 1.147799

Cartesian forces (eV/Å) of the 2 atoms listed first:
C 0.298 0.042 -0.139
C -0.165 -0.315 -0.306

***

Listing DFT total energy for the structures above in their given order: -1070.01372; -1190.91072; -1502.69722; -1130.90228; -637.84345; -324.93750 hartree.
Listing ΔE to the lowest compared entry with this formula, charge and spin for the structures above in their given order: 117.5; 15.6; 69.2; 501.9; 24.4; 31.3 kcal/mol.